{"formula": "C5H7F2N3O3S", "method": "wB97M-V/def2-TZVPD", "spin_multiplicity": 1, "lumo_ha": 0.0055, "gap_ev": 10.27, "homo_energy_ev": -10.120, "smiles": "[H]/N=C1/N(C)C(=O)C(F)(F)S(=O)(=O)N1C", "elements": ["C", "C", "C", "C", "C", "N", "N", "N", "O", "O", "O", "F", "F", "S", "H", "H", "H", "H", "H", "H", "H"], "positions_angstrom": [[2.188, -1.458, 0.074], [0.157, -0.114, -0.021], [2.976, -0.333, -0.698], [0.228, -2.399, 1.024], [0.617, 2.065, -1.158], [-1.101, -0.371, -0.235], [0.890, -1.244, 0.455], [0.885, 1.089, -0.119], [2.810, -2.473, 0.308], [2.916, 2.427, 0.644], [2.150, 0.465, 1.959], [2.505, 0.048, -1.953], [4.276, -0.521, -0.739], [2.286, 1.121, 0.698], [0.752, -2.503, 2.045], [-0.773, -2.247, 1.042], [0.382, -3.220, 0.351], [0.992, 3.034, -0.849], [1.083, 1.708, -2.001], [-0.527, 2.252, -1.200], [-1.670, 0.509, -0.441]], "mulliken_charge": [0.334, 0.677, 0.610, -1.146, -0.944, -0.719, 0.138, -0.021, -0.577, -0.649, -0.528, -0.247, -0.235, 0.990, 0.300, 0.509, 0.307, 0.315, 0.343, 0.318, 0.226]}

=====

{"formula": "C5H7F3", "method": "wB97M-V/def2-TZVPD", "spin_multiplicity": 1, "lumo_ha": 0.0354, "gap_ev": 12.30, "homo_energy_ev": -11.332, "relative_energy_kj_mol": 1.8, "smiles": "C[C@@H]1C[C@H](F)C1(F)F", "elements": ["C", "C", "C", "C", "C", "H", "H", "H", "H", "H", "H", "H", "F", "F", "F"], "positions_angstrom": [[0.529, -1.526, 0.942], [0.213, -0.562, -0.251], [0.914, 0.793, -0.246], [-0.484, 1.420, -0.761], [-1.109, 0.186, -0.230], [1.599, -1.515, 1.224], [0.299, -2.574, 0.624], [-0.050, -1.228, 1.822], [0.235, -1.086, -1.201], [1.087, 1.183, 0.773], [1.851, 0.776, -0.842], [-0.528, 1.499, -1.862], [-0.898, 2.590, -0.171], [-1.462, 0.435, 1.012], [-2.196, -0.392, -0.834]], "mulliken_charge": [-1.268, 0.049, -0.780, -0.054, 0.720, 0.309, 0.319, 0.345, 0.387, 0.280, 0.328, 0.348, -0.322, -0.304, -0.356]}

=====

{"formula": "C5H7F3", "method": "wB97M-V/def2-TZVPD", "spin_multiplicity": 1, "lumo_ha": 0.0315, "gap_ev": 11.01, "homo_energy_ev": -10.149, "relative_energy_kj_mol": 43.5, "smiles": "C=C(F)C(CF)CF", "elements": ["C", "C", "C", "C", "C", "H", "H", "H", "H", "H", "H", "H", "F", "F", "F"], "positions_angstrom": [[0.961, -0.556, -1.076], [0.259, 0.342, -0.080], [1.049, 0.600, 1.119], [-1.104, -0.215, 0.324], [-2.301, 0.022, -0.195], [0.280, -0.812, -1.895], [1.739, 0.040, -1.599], [-0.015, 1.250, -0.634], [0.502, 1.248, 1.837], [1.324, -0.431, 1.480], [-2.401, 0.785, -0.999], [-3.175, -0.590, 0.111], [1.552, -1.648, -0.504], [2.305, 1.180, 0.871], [-0.976, -1.214, 1.239]], "mulliken_charge": [-0.570, 0.418, -0.589, 0.248, -0.745, 0.357, 0.327, 0.299, 0.346, 0.270, 0.242, 0.286, -0.301, -0.320, -0.270]}

=====

{"formula": "C5H7F3", "method": "wB97M-V/def2-TZVPD", "spin_multiplicity": 1, "lumo_ha": [0.0116, -0.0130], "gap_ev": [9.35, 7.54], "homo_energy_ev": [-9.035, -7.896], "relative_energy_kj_mol": 341.1, "elements": ["C", "C", "C", "C", "C", "F", "F", "F", "H", "H", "H", "H", "H", "H", "H"], "positions_angstrom": [[-1.609, -1.041, 0.318], [-0.394, -0.106, 0.015], [-1.283, -2.643, 0.308], [-0.086, 0.367, -1.378], [0.711, 0.106, 1.032], [-2.576, -0.635, -0.509], [-0.584, -3.025, 1.316], [-0.596, -2.904, -0.836], [-1.955, -1.172, 1.351], [-0.810, 1.268, -1.542], [-0.339, -0.416, -2.116], [0.935, 0.758, -1.484], [1.108, 1.036, 0.816], [1.599, -0.597, 0.939], [0.453, 0.188, 2.087]], "mulliken_charge": [0.230, 0.544, 0.092, -1.141, -1.452, -0.273, -0.179, -0.215, 0.298, 0.242, 0.296, 0.405, 0.506, 0.267, 0.382]}

=====

{"formula": "C5H7F3N2", "method": "wB97M-V/def2-TZVPD", "spin_multiplicity": 1, "lumo_ha": [0.0137, -0.0313], "gap_ev": [10.05, 5.64], "homo_energy_ev": [-9.673, -6.495], "relative_energy_kj_mol": 454.4, "elements": ["C", "C", "C", "C", "C", "N", "N", "F", "F", "F", "H", "H", "H", "H", "H", "H", "H"], "positions_angstrom": [[0.591, 0.259, -1.569], [0.699, 1.163, -0.476], [0.505, 0.496, 0.905], [-1.323, -1.426, 0.633], [-0.908, -0.034, 1.193], [0.596, -0.107, -2.709], [-0.323, -2.196, -0.002], [-1.052, -0.059, 2.551], [-1.823, 0.912, 0.780], [0.648, -2.563, 0.967], [1.705, 1.601, -0.482], [-0.035, 1.968, -0.607], [1.213, -0.320, 1.037], [0.707, 1.251, 1.670], [-1.769, -1.969, 1.484], [-2.097, -1.275, -0.126], [0.411, -1.038, -3.067]], "mulliken_charge": [0.313, -0.495, -1.047, -0.734, 1.116, -0.507, -0.243, -0.336, -0.344, -0.213, 0.347, 0.284, 0.368, 0.393, 0.438, 0.359, 0.302]}

=====

{"formula": "C5H7F3S", "method": "wB97M-V/def2-TZVPD", "spin_multiplicity": 1, "lumo_ha": [0.0188, 0.0012], "gap_ev": [8.80, 7.84], "homo_energy_ev": [-8.289, -7.809], "relative_energy_kj_mol": 256.1, "elements": ["C", "C", "C", "C", "C", "F", "F", "F", "S", "H", "H", "H", "H", "H", "H", "H"], "positions_angstrom": [[0.962, 0.859, -0.229], [-0.213, 1.605, -0.889], [0.779, -0.624, -0.250], [-2.039, -0.122, 0.154], [0.929, -1.470, 0.989], [1.143, -1.290, -1.374], [-2.815, -0.726, -0.767], [-2.276, -0.682, 1.403], [-1.753, 1.586, 0.239], [1.820, 0.971, -0.963], [1.122, 1.186, 0.834], [-0.186, 2.650, -1.171], [-0.514, 0.992, -1.805], [1.693, -1.014, 1.574], [1.299, -2.498, 0.652], [0.048, -1.422, 1.602]], "mulliken_charge": [-0.438, -0.721, 0.479, 0.431, -1.046, -0.316, -0.234, -0.238, -0.129, 0.312, 0.304, 0.398, 0.308, 0.330, 0.309, 0.253]}

=====

{"formula": "C5H7F9O5PS2", "method": "wB97M-V/def2-TZVPD", "spin_multiplicity": 1, "lumo_ha": 0.0574, "gap_ev": 6.87, "total_charge": -1, "homo_energy_ev": -5.305, "elements": ["O", "S", "O", "P", "C", "C", "C", "F", "F", "F", "C", "F", "F", "F", "H", "H", "H", "H", "H", "H", "H", "C", "F", "F", "F", "S", "O", "O", "O"], "positions_angstrom": [[-1.212, 1.016, 0.615], [-2.091, 0.127, -0.348], [-3.200, -0.653, 0.420], [-0.775, -1.186, -1.492], [0.545, -2.295, -2.399], [1.838, -1.333, -2.652], [3.277, -1.904, -2.137], [3.767, -1.033, -1.018], [3.281, -3.296, -1.640], [4.251, -1.726, -3.253], [-2.819, 1.363, -1.611], [-3.998, 2.042, -1.016], [-3.109, 0.629, -2.873], [-1.796, 2.400, -1.946], [-0.027, -1.386, -0.276], [-0.535, -0.071, -2.416], [-1.855, -2.081, -1.828], [0.080, -2.683, -3.427], [0.730, -3.246, -1.746], [1.839, -1.056, -3.813], [1.654, -0.298, -2.087], [-0.709, 2.577, 4.658], [-0.443, 3.923, 4.685], [-1.466, 2.325, 5.775], [-1.548, 2.385, 3.590], [0.836, 1.530, 4.572], [1.604, 1.863, 5.780], [1.513, 1.929, 3.330], [0.368, 0.138, 4.552]], "mulliken_charge": [-0.489, 0.731, -0.587, 0.122, -0.695, -0.737, 0.728, -0.259, -0.247, -0.272, 0.553, -0.201, -0.229, -0.210, 0.169, 0.084, 0.105, 0.406, 0.360, 0.304, 0.363, 0.561, -0.238, -0.235, -0.219, 1.139, -0.673, -0.660, -0.674]}

=====

{"formula": "C5H7FO3", "method": "wB97M-V/def2-TZVPD", "spin_multiplicity": 1, "lumo_ha": 0.0268, "gap_ev": 9.06, "homo_energy_ev": -8.331, "relative_energy_kj_mol": 352.1, "elements": ["C", "C", "C", "C", "C", "O", "O", "O", "F", "H", "H", "H", "H", "H", "H", "H"], "positions_angstrom": [[0.298, -0.504, 0.241], [-0.568, -1.443, 0.155], [-0.264, 0.949, 0.366], [-2.373, -0.054, 0.070], [1.776, -0.471, 0.197], [-1.593, 0.990, -0.192], [-3.425, -0.358, -0.745], [2.131, -0.280, -1.150], [-0.689, -2.765, -0.002], [-0.240, 1.429, 1.361], [0.369, 1.691, -0.039], [-2.736, -0.220, 1.155], [2.132, -1.478, 0.675], [2.236, 0.320, 0.758], [-3.302, 0.001, -1.577], [1.445, -0.793, -1.673]], "mulliken_charge": [0.187, 0.321, -0.671, 0.125, -0.667, -0.369, -0.410, -0.493, -0.257, 0.271, 0.413, 0.286, 0.242, 0.339, 0.297, 0.386]}

=====

{"formula": "C5H7I", "method": "wB97M-V/def2-TZVPD", "spin_multiplicity": 1, "lumo_ha": [-0.0069, 0.0029], "gap_ev": [8.30, 8.19], "homo_energy_ev": [-8.488, -8.115], "relative_energy_kj_mol": 395.9, "elements": ["C", "C", "C", "C", "C", "I", "H", "H", "H", "H", "H", "H", "H"], "positions_angstrom": [[-1.396, -0.554, -0.599], [0.507, 0.994, 0.327], [-0.723, 0.103, 0.611], [-0.533, -1.338, 0.246], [1.410, 0.380, -0.667], [3.491, 0.498, -0.365], [-2.440, -0.680, -0.668], [-0.906, -0.329, -1.496], [0.274, 2.008, 0.112], [1.024, 1.285, 1.387], [-1.272, 0.425, 1.413], [-0.467, -2.264, 0.655], [1.031, -0.528, -0.956]], "mulliken_charge": [-0.397, -0.369, -0.354, -0.597, -0.848, 0.025, 0.296, 0.207, 0.371, 0.348, 0.435, 0.373, 0.510]}

=====

{"formula": "C5H7INO4S2Y", "method": "wB97M-V/def2-TZVPD", "spin_multiplicity": 1, "lumo_ha": -0.3599, "gap_ev": 8.02, "total_charge": 2, "homo_energy_ev": -17.817, "elements": ["C", "C", "C", "C", "C", "S", "O", "O", "N", "S", "O", "O", "I", "H", "H", "H", "H", "H", "H", "H", "Y"], "positions_angstrom": [[-0.277, -2.770, 1.326], [-0.704, -2.252, 0.347], [-0.935, -1.391, -0.757], [-1.689, -0.212, -0.093], [-1.129, 1.174, -0.329], [0.291, 1.541, 0.755], [-0.133, 2.532, 1.655], [0.725, 0.307, 1.607], [1.499, 2.221, -0.107], [2.114, 1.364, -1.286], [1.266, 0.987, -2.357], [3.304, 1.962, -1.732], [2.898, -0.682, -0.130], [-0.197, -3.436, 2.156], [-0.010, -1.024, -1.196], [-1.549, -1.876, -1.510], [-2.729, -0.246, -0.396], [-1.680, -0.385, 0.977], [-1.948, 1.830, -0.053], [-0.893, 1.388, -1.367], [1.778, -1.031, 2.491]], "mulliken_charge": [-0.319, -0.490, -0.051, -0.888, -0.709, 1.400, -0.627, -0.486, -0.365, 0.769, -0.423, -0.441, 0.206, 0.724, 0.081, 0.403, 0.477, 0.377, 0.482, 0.420, 1.460]}